C9H8NO3P in the gas phase, computed with wB97M-V/def2-TZVPD.

Bonds (Å) are listed after each position.
Cartesian coordinates (Å):
1 C -1.65 2.33 1.36  P2 1.827, H15 1.089, H16 1.081, H17 1.087
2 P -1.26 1.89 -0.37  C1 1.827, O3 1.651, C4 1.849
3 O -2.79 1.52 -0.86  P2 1.651, H18 0.961
4 C -0.53 0.24 0.00  P2 1.849, C5 1.403, C9 1.393
5 C -1.15 -0.68 0.86  C4 1.403, C6 1.394, H19 1.079
6 C -0.57 -1.92 1.15  C5 1.394, C7 1.391, H20 1.081
7 C 0.63 -2.30 0.57  C6 1.391, C8 1.385, H21 1.080
8 C 1.25 -1.39 -0.28  C7 1.385, C9 1.388, C13 1.483
9 C 0.69 -0.15 -0.55  C4 1.393, C8 1.388, C10 1.509
10 C 1.65 0.57 -1.47  C9 1.509, O11 1.192, N12 1.406
11 O 1.62 1.69 -1.89  C10 1.192
12 N 2.66 -0.36 -1.78  C10 1.406, C13 1.405, H22 1.012
13 C 2.52 -1.54 -1.03  C8 1.483, N12 1.405, O14 1.191
14 O 3.28 -2.46 -1.05  C13 1.191
15 H -2.38 1.65 1.78  C1 1.089
16 H -1.98 3.36 1.43  C1 1.081
17 H -0.72 2.19 1.91  C1 1.087
18 H -2.85 1.66 -1.81  O3 0.961
19 H -2.09 -0.43 1.32  C5 1.079
20 H -1.06 -2.60 1.82  C6 1.081
21 H 1.11 -3.25 0.77  C7 1.080
22 H 3.61 -0.02 -1.86  N12 1.012

Computed properties:
Structure (SMILES): CP(O)c1cccc2c1C(=O)NC2=O
Charge: 0
LUMO, eV: -0.349
Kohn-Sham gap, eV: 8.5
DFT total energy, Ha: -969.64494
2S+1: 1